1.
Below is a cluster of 2 separate species, C6H15N2 in total, with properties calculated with ωB97M-V/def2-TZVPD.

Output
* energy above the lowest of the compared OMol25 structures with the same formula, charge and spin: 2.997 eV
* calculated total energy: -9436.974 eV
* total charge: +1
* E_HOMO: -0.491 Ha

The geometry in XYZ format:
```
23
Properties=species:S:1:pos:R:3:forces:R:3:nbo_charge:R:1
C 1.716654 0.378108 2.096257 -1.32 -2.12 -2.48 -0.31
C 1.254502 -1.077924 1.909561 -0.30 2.02 0.56 -0.41
C -0.094279 -0.185406 -0.372247 0.39 0.69 2.82 0.50
C 0.350262 -0.012580 1.145202 0.12 -0.17 1.21 -0.15
C 0.577466 -1.327457 -1.109275 0.58 2.52 -1.36 -0.68
C -0.797197 0.491616 2.054952 -1.35 -0.22 -0.70 -0.64
N -1.092434 0.507547 -0.880844 2.46 -1.64 -0.21 -0.69
N -1.228942 0.885275 -3.415755 3.31 -0.27 0.09 -1.05
H 1.215649 0.750726 2.936876 0.23 1.12 0.99 0.21
H 2.708018 0.765831 1.853904 -0.55 -0.20 -0.48 0.25
H 1.950587 -1.622970 1.251564 -0.67 -0.25 0.76 0.23
H 0.832777 -1.468610 2.910222 0.66 -0.13 -2.22 0.25
H 0.197646 -2.257767 -0.739093 -0.07 -0.56 0.18 0.27
H 1.686556 -1.219755 -0.969214 -1.05 -0.40 0.01 0.26
H 0.373459 -1.189658 -2.200388 0.11 -0.58 0.83 0.22
H -1.757688 -0.026445 1.857197 0.48 -0.01 -0.03 0.22
H -1.059588 1.556588 1.993335 0.47 -0.05 -0.36 0.22
H -0.610354 0.338569 3.113549 0.23 -0.26 -0.03 0.23
H -1.533262 1.267687 -0.421162 -0.12 0.53 1.25 0.41
H -1.170128 0.627076 -2.002994 -0.34 -0.43 0.33 0.42
H -1.173104 1.884552 -3.567256 -0.17 -0.05 -0.32 0.41
H -2.083733 0.487214 -3.744132 -0.06 -0.44 -0.85 0.42
H -0.262869 0.447784 -3.700258 -3.04 0.90 0.01 0.41
```
Forces are in eV/Å.

---

2.
Below is an isolated molecule of C3H5NOS, with properties calculated with ωB97M-V/def2-TZVPD.

Output
* energy above the lowest of the compared OMol25 structures with the same formula, charge and spin: 6.501 eV
* calculated total energy: -17558.767 eV
* E_HOMO (alpha / beta): -0.296 / -0.328 Ha

The geometry in XYZ format:
```
11
Properties=species:S:1:pos:R:3:forces:R:3:nbo_charge:R:1
C 1.342457 -0.402162 -0.097930 0.19 1.79 -0.66 -0.33
C 1.021892 -1.276427 0.758925 0.71 -0.55 0.84 -0.12
C 0.282937 0.399427 -0.915936 0.43 -1.47 1.24 -0.10
N -1.958126 0.926333 0.849855 -0.88 -1.02 -0.38 -1.02
O -0.833878 -0.272993 -1.252048 -2.82 -1.78 0.58 -0.66
S -2.099664 -0.380194 0.066441 2.27 1.54 -1.21 1.02
H 2.318891 0.086311 -0.385999 -0.52 -1.15 0.80 0.22
H 0.432517 -1.855518 1.415148 -0.38 -0.42 0.09 0.21
H -0.005763 1.237042 -0.343552 0.27 1.69 0.47 0.19
H 0.874607 0.529542 -1.756890 0.35 1.30 -2.14 0.19
H -1.375871 1.008639 1.661989 0.37 0.08 0.37 0.39
```
Forces are in eV/Å.

---

3.
Below is a structure of composition C39H60BGeN10O2S3Ta, with properties calculated with ωB97M-V/def2-TZVPD.

Output
* energy above the lowest of the compared OMol25 structures with the same formula, charge and spin: 4.778 eV
* calculated total energy: -151626.304 eV
* total charge: +4
* E_HOMO: -0.659 Ha

The geometry in XYZ format:
```
117
Properties=species:S:1:pos:R:3:forces:R:3:lowdin_charge:R:1
Ta 1.260283 0.348467 0.574996 -0.04 -0.18 0.25 0.90
C 3.298850 -0.405679 -4.749902 0.00 0.00 -0.02 -0.02
C 1.877644 0.146928 -4.804247 0.00 0.01 -0.01 -0.52
C 1.755687 1.532456 -4.165340 -0.01 -0.01 0.01 -0.04
C 1.431208 0.232996 -6.261017 -0.01 0.01 0.01 -0.03
N 0.949683 -0.821815 -4.075590 0.01 0.02 0.02 0.04
C -0.030083 -1.554578 -4.710687 0.00 0.00 0.00 0.02
C -0.627543 -2.329756 -3.784015 0.01 -0.01 0.01 0.00
N -0.021134 -2.084046 -2.567109 0.02 0.03 0.05 0.05
B -0.458435 -2.875696 -1.327458 -0.01 0.01 -0.03 -0.46
N 0.703839 -3.466473 -0.506759 -0.05 -0.08 -0.09 0.05
C 1.226628 -4.628886 -1.062823 -0.02 0.02 0.01 0.00
C 2.366800 -4.920797 -0.418227 0.00 0.02 0.00 0.00
N 2.569825 -3.950717 0.545525 0.04 0.03 -0.04 0.04
C 1.554406 -3.074739 0.475316 0.11 -0.07 0.08 -0.61
S 1.156809 -1.841115 1.656142 0.01 0.14 -0.02 0.70
C 3.831181 -4.063985 1.410749 -0.02 -0.04 0.03 -0.52
C 4.017905 -2.909622 2.384379 -0.04 0.03 -0.05 -0.07
C 5.015797 -4.083503 0.445490 0.01 0.00 -0.01 -0.01
C 3.715522 -5.370663 2.192339 -0.01 -0.01 0.01 0.00
N -1.632410 -2.024465 -0.535598 0.01 -0.05 0.08 0.02
C -2.698609 -2.797922 0.232087 0.02 0.03 0.02 -0.14
C -3.758698 -0.573503 0.991927 -0.03 0.02 0.08 0.13
N -3.392899 0.323478 0.158988 0.03 0.05 -0.05 0.15
C -2.039369 -0.032403 -0.352809 -0.02 -0.01 0.02 -0.65
S -0.830975 1.226070 -0.780705 0.00 -0.02 -0.13 0.71
C -4.380443 1.429954 -0.344913 -0.02 0.01 -0.02 -0.49
C -4.705721 2.290790 0.865912 0.01 -0.01 0.03 0.01
C -3.734923 2.233643 -1.461046 0.02 -0.01 0.03 -0.04
C -5.605661 0.690080 -0.876109 0.00 -0.01 -0.02 0.00
C 0.934939 -1.155215 -2.773267 -0.06 -0.01 -0.01 -0.58
S 2.052566 -0.550069 -1.585001 -0.03 0.12 0.04 0.70
H 3.956904 0.275614 -5.288959 0.00 0.00 0.00 0.11
H 3.354990 -1.378136 -5.239492 0.00 0.00 0.01 0.11
H 3.676984 -0.498422 -3.733354 0.00 0.00 0.00 0.05
H 2.134948 2.273192 -4.867980 0.03 -0.01 0.01 0.11
H 2.337639 1.616484 -3.249072 -0.03 -0.01 0.01 0.04
H 0.711537 1.776369 -3.956193 0.00 0.01 -0.03 0.09
H 2.104130 0.920905 -6.769528 0.00 0.00 0.00 0.11
H 0.419699 0.628695 -6.364124 0.00 0.00 0.00 0.10
H 1.509653 -0.723999 -6.776221 0.00 0.00 0.00 0.10
H -0.220269 -1.479641 -5.764270 0.00 0.00 0.01 0.14
H -1.419761 -3.049187 -3.891279 0.00 0.00 0.00 0.14
H -1.128024 -3.788161 -1.717134 0.00 0.03 0.01 0.14
H 0.736608 -5.146451 -1.868665 0.00 0.00 0.00 0.14
H 3.039788 -5.746766 -0.556169 -0.01 0.01 0.00 0.14
H 4.108499 -1.953988 1.861378 -0.02 0.01 0.00 0.06
H 4.961568 -3.089970 2.898332 -0.01 0.01 -0.01 0.11
H 3.237433 -2.858396 3.139763 -0.02 0.00 0.01 0.07
H 5.063374 -3.161291 -0.136848 0.00 -0.01 0.00 0.10
H 4.991045 -4.928104 -0.240330 0.01 0.01 0.01 0.09
H 5.934265 -4.170068 1.024619 0.00 0.00 0.00 0.11
H 2.829254 -5.372229 2.828005 0.00 0.00 0.00 0.10
H 4.590849 -5.476756 2.832025 0.00 0.00 0.00 0.11
H 3.684378 -6.244031 1.542316 -0.01 0.01 0.00 0.09
H -2.163364 -3.642199 0.673300 -0.01 -0.01 0.00 0.18
H -4.737403 -0.544861 1.457708 0.00 0.00 -0.01 0.18
H -3.806211 2.725738 1.301297 -0.02 0.00 -0.02 0.06
H -5.241079 1.729566 1.634129 -0.01 0.02 0.00 0.10
H -5.358104 3.102066 0.543209 -0.01 0.00 -0.01 0.12
H -2.961520 2.908113 -1.099729 0.02 -0.01 0.01 0.07
H -4.517580 2.847328 -1.906125 -0.01 0.00 0.01 0.12
H -3.341620 1.599185 -2.258517 0.00 0.00 0.00 0.09
H -6.120116 0.110460 -0.108496 0.02 -0.01 0.00 0.09
H -5.351981 0.045047 -1.719010 -0.01 -0.01 0.01 0.10
H -6.317793 1.433577 -1.232322 0.00 0.00 -0.01 0.12
N 3.051984 1.718514 0.139373 0.15 -0.02 -0.02 -0.10
C 4.061357 1.822973 1.238972 -0.04 0.06 -0.03 -0.17
C 3.298376 1.917418 2.535329 -0.01 -0.06 0.04 -0.19
N 2.357804 0.760662 2.554216 0.08 0.03 0.01 -0.12
H 3.526567 1.445936 -0.721604 0.00 -0.03 0.01 0.07
H 2.689932 2.658832 -0.058564 -0.04 -0.01 -0.01 0.06
H 4.712015 2.682681 1.086047 0.00 0.00 0.01 0.15
H 4.679991 0.923911 1.221259 0.00 0.00 -0.02 0.13
H 2.718229 2.840169 2.581961 -0.01 0.00 0.00 0.11
H 3.966713 1.890872 3.395239 0.00 0.02 0.00 0.15
H 1.683135 0.863818 3.310793 -0.03 0.01 -0.01 0.11
H 2.883076 -0.080956 2.795932 0.01 0.00 0.01 0.07
C -3.331098 -3.029960 3.377125 0.00 0.01 0.00 0.02
C -2.555918 -1.920027 2.731877 -0.01 0.03 0.04 -0.27
N -1.748325 -1.112411 3.290905 -0.05 -0.16 0.00 0.03
O -1.508880 -1.234727 4.615415 0.00 0.01 0.01 0.03
C -2.721160 -1.616008 1.260201 0.05 -0.08 -0.15 -0.23
C -3.919078 -3.218429 -0.535559 -0.01 0.01 0.01 0.03
N -1.522313 -1.048101 0.564750 -0.05 0.01 -0.02 0.04
O -2.195352 -1.021616 -1.404631 -0.01 0.00 0.01 0.04
H -2.661183 -3.734534 3.877616 0.00 0.00 0.00 0.11
H -3.913223 -3.599926 2.654226 0.00 0.01 0.00 0.09
H -4.030662 -2.644626 4.123960 0.00 0.00 0.00 0.11
H -2.053429 -1.934880 5.016850 0.00 -0.01 0.01 0.11
H -4.371651 -2.384361 -1.071561 -0.01 0.00 0.00 0.09
H -4.654542 -3.626582 0.160075 0.01 -0.02 0.00 0.11
H -3.674979 -4.006600 -1.246452 0.00 0.01 -0.01 0.11
Ge 0.054029 2.627382 1.155040 -0.02 0.15 -0.09 0.86
C 0.749835 4.169757 0.212572 0.05 -0.03 -0.10 -0.39
C 1.065960 5.322459 0.939033 0.00 -0.03 -0.01 -0.11
C 1.700146 6.391444 0.317243 0.00 0.00 0.01 -0.03
C 2.020754 6.323418 -1.030869 0.00 -0.02 -0.02 -0.03
C 1.720763 5.179134 -1.763310 0.02 0.03 0.00 -0.05
C 1.102477 4.104367 -1.142693 -0.02 -0.03 -0.02 -0.16
C -1.356001 3.067090 2.357533 -0.04 -0.07 0.10 -0.38
C -1.962839 4.327101 2.273441 0.04 -0.02 0.04 -0.11
C -2.957703 4.674075 3.174402 -0.01 0.01 0.01 -0.04
C -3.352284 3.771508 4.156237 -0.03 0.03 0.00 -0.03
C -2.762242 2.515674 4.238501 0.01 -0.04 -0.05 -0.05
C -1.766682 2.159582 3.340700 0.02 0.03 0.03 -0.14
H -0.030743 0.437322 1.770586 0.12 -0.09 -0.13 -0.09
H 0.821090 5.398395 1.992210 -0.04 0.02 0.02 0.11
H 1.935892 7.280838 0.886429 0.00 0.00 0.00 0.13
H 2.504096 7.162074 -1.513956 -0.01 0.00 0.00 0.13
H 1.963236 5.134089 -2.817123 0.00 0.00 0.00 0.12
H 0.865699 3.225192 -1.741607 0.00 0.03 0.03 0.06
H -1.662704 5.035909 1.511424 0.02 0.01 0.00 0.11
H -3.419511 5.651126 3.119579 0.00 -0.01 0.00 0.13
H -4.120023 4.052834 4.865212 0.00 0.01 0.01 0.13
H -3.066383 1.822646 5.011928 0.00 0.00 0.02 0.12
H -1.315639 1.175645 3.410245 0.02 0.12 0.00 0.05
```
Forces are in eV/Å.